Density functional theory data (ωB97M-V/def2-TZVPD) for a molecular structure, C31H34N3O3Os.

The calculation puts the frontier orbital gap at 6.871 eV. The maximum force comes out at 0.0156 Eh/bohr. For the total energy, the calculation gives -45774.7984 eV.

Geometry as ORCA input:
```
! RIJCOSX wB97M-V def2-TZVPD def2/J DEFGRID3
* xyz 1 1
Os -0.174 0.349 1.151
C 0.634 -0.376 4.037
N 0.581 0.636 2.971
C 0.806 1.927 3.270
C 0.541 2.862 2.295
C 0.705 4.257 2.110
C 0.267 4.534 0.835
C -0.160 3.307 0.264
N -0.003 2.330 1.136
C -0.740 -0.957 4.264
C -1.737 -0.167 4.835
C -3.024 -0.652 4.970
C -3.335 -1.933 4.523
C -2.348 -2.728 3.968
C -1.050 -2.242 3.846
H 1.017 0.101 4.943
H 1.340 -1.158 3.753
H 1.193 2.193 4.248
H 1.100 4.952 2.834
H 0.237 5.493 0.346
H -0.561 3.129 -0.724
H -1.505 0.839 5.168
H -3.789 -0.036 5.423
H -4.344 -2.311 4.620
H -2.580 -3.732 3.637
H -0.274 -2.881 3.435
C 5.037 3.183 0.565
C 3.943 2.569 -0.263
C 3.728 2.966 -1.576
C 2.730 2.403 -2.369
C 2.497 2.892 -3.771
C 1.932 1.405 -1.823
C 2.143 1.003 -0.510
C 3.126 1.576 0.275
N 1.269 0.029 0.078
C 1.530 -1.427 -0.125
C 1.707 -1.787 -1.592
C 2.782 -1.797 0.672
C 0.280 -2.112 0.458
H 5.247 4.203 0.245
H 5.962 2.611 0.468
H 4.770 3.203 1.621
H 4.353 3.745 -1.999
H 3.435 3.169 -4.251
H 1.857 3.776 -3.768
H 2.011 2.132 -4.382
H 1.138 0.956 -2.407
H 3.247 1.259 1.306
H 2.584 -1.297 -2.015
H 0.831 -1.510 -2.180
H 1.845 -2.865 -1.677
H 3.650 -1.247 0.309
H 2.980 -2.863 0.553
H 2.646 -1.583 1.733
H -0.568 -2.067 -0.220
H -0.008 -1.696 1.473
H 0.465 -3.161 0.690
O -3.688 -0.239 -2.049
C -4.512 -0.055 -0.999
C -5.881 -0.148 -1.243
C -6.777 0.023 -0.210
C -6.343 0.292 1.092
C -4.996 0.389 1.340
C -4.065 0.220 0.303
C -2.655 0.332 0.617
O -1.724 0.122 -0.265
O -2.220 0.622 1.766
H -2.768 -0.144 -1.755
H -6.211 -0.357 -2.251
H -7.837 -0.054 -0.415
H -7.058 0.424 1.891
H -4.621 0.596 2.334
*
```

Density functional theory data (ωB97M-V/def2-TZVPD) for a molecular structure, C31H34N4P2SSeV.

The calculation puts the frontier orbital gap (alpha / beta) at 7.330 / 7.486 eV. The maximum force comes out at 0.0090 Eh/bohr. For the total energy, the calculation gives -159104.2657 eV.

Geometry as ORCA input:
```
! RIJCOSX wB97M-V def2-TZVPD def2/J DEFGRID3
* xyz 1 3
V -0.107 0.929 -0.107
C -1.189 0.498 3.630
P -0.560 -0.458 2.213
C 0.766 -1.435 3.020
C -1.898 -1.651 1.851
C -2.113 -2.797 2.608
C -3.096 -3.710 2.254
C -3.880 -3.479 1.134
C -3.694 -2.324 0.389
C -2.713 -1.403 0.741
P -2.477 0.153 -0.182
C -3.214 -0.121 -1.817
C -3.609 1.348 0.592
H -1.377 -0.169 4.473
H -2.112 1.016 3.372
H -0.458 1.256 3.913
H 0.375 -2.192 3.698
H 1.358 -0.733 3.610
H 1.429 -1.907 2.297
H -1.507 -2.996 3.483
H -3.245 -4.602 2.848
H -4.639 -4.193 0.844
H -4.322 -2.148 -0.475
H -2.700 -0.930 -2.336
H -3.086 0.798 -2.391
H -4.277 -0.352 -1.748
H -4.620 0.945 0.667
H -3.616 2.248 -0.025
H -3.247 1.629 1.580
C -0.860 4.242 -2.860
C -0.749 3.620 -4.099
C -0.511 2.259 -4.166
C -0.379 1.521 -2.989
C -0.467 2.131 -1.729
C -0.719 3.506 -1.692
C -0.163 0.068 -2.981
C -0.259 -0.719 -4.158
C -0.146 -2.068 -4.082
C 0.103 -2.683 -2.831
C 0.235 -4.082 -2.681
C 0.500 -4.629 -1.457
C 0.664 -3.786 -0.338
C 0.539 -2.432 -0.465
C 0.229 -1.848 -1.709
N 0.062 -0.484 -1.791
H -1.052 5.307 -2.809
H -0.849 4.195 -5.009
H -0.421 1.793 -5.138
H -0.800 4.012 -0.739
H -0.450 -0.238 -5.104
H -0.242 -2.684 -4.969
H 0.127 -4.711 -3.556
H 0.598 -5.700 -1.347
H 0.901 -4.216 0.627
H 0.708 -1.772 0.376
C 2.413 2.362 2.767
N 3.649 1.995 2.098
C 4.905 2.220 2.630
C 5.800 1.759 1.736
N 5.084 1.262 0.667
C 5.669 0.684 -0.535
C 3.764 1.410 0.891
Se 2.510 0.893 -0.401
H 2.373 3.439 2.916
H 2.356 1.858 3.731
H 1.587 2.064 2.137
H 5.038 2.686 3.589
H 6.874 1.743 1.759
H 6.748 0.679 -0.412
H 5.400 1.280 -1.405
H 5.307 -0.332 -0.674
S -1.024 4.453 2.985
C -0.724 3.300 1.916
N -0.494 2.420 1.167
*
```

Density functional theory data (ωB97M-V/def2-TZVPD) for a molecular structure, C31H35BF4N2PdSb.

The calculation puts the frontier orbital gap at 6.367 eV. The maximum force comes out at 0.0138 Eh/bohr. For the total energy, the calculation gives -57267.0153 eV.

Geometry as ORCA input:
```
! RIJCOSX wB97M-V def2-TZVPD def2/J DEFGRID3
* xyz -1 1
Pd 1.276 -0.542 -0.914
C 1.478 0.540 3.389
C 0.763 1.870 3.336
C 0.859 2.748 4.414
C 0.236 3.989 4.391
C -0.480 4.377 3.269
C -0.585 3.511 2.187
C 0.006 2.248 2.213
Sb -0.152 0.918 0.514
C -1.218 2.250 -0.796
C -0.501 2.537 -1.956
C -1.021 3.377 -2.931
C -2.275 3.935 -2.748
C -3.007 3.635 -1.607
C -2.502 2.787 -0.622
C -3.372 2.441 0.561
C -1.759 -0.290 1.345
C -2.072 -0.230 2.701
C -3.001 -1.090 3.275
C -3.646 -2.022 2.479
C -3.360 -2.076 1.121
C -2.426 -1.223 0.530
C -2.179 -1.307 -0.950
H 2.092 0.463 4.288
H 2.118 0.403 2.514
H 0.768 -0.292 3.391
H 1.441 2.457 5.282
H 0.319 4.652 5.244
H -0.956 5.351 3.232
H -1.132 3.825 1.305
H 0.455 2.050 -2.126
H -0.465 3.554 -3.843
H -2.699 4.590 -3.501
H -4.002 4.050 -1.481
H -4.157 3.188 0.695
H -2.801 2.371 1.486
H -3.853 1.471 0.407
H -1.595 0.515 3.328
H -3.216 -1.028 4.336
H -4.384 -2.690 2.907
H -3.885 -2.789 0.492
H -2.850 -2.020 -1.432
H -1.148 -1.605 -1.154
H -2.308 -0.345 -1.453
C 5.548 1.061 -2.693
C 5.029 1.871 -1.693
C 3.671 1.796 -1.423
N 2.840 0.992 -2.081
C 3.340 0.231 -3.057
C 4.688 0.227 -3.388
H 6.605 1.087 -2.931
H 5.662 2.545 -1.130
H 3.225 2.398 -0.637
H 2.620 -0.379 -3.589
H 5.051 -0.417 -4.179
C 2.045 -5.351 0.986
C 1.207 -4.506 0.017
C -0.116 -4.093 0.680
C 0.929 -5.286 -1.275
C 1.960 -3.289 -0.324
N 2.517 -2.318 -0.594
H 1.479 -6.244 1.259
H 2.270 -4.789 1.894
H 2.986 -5.659 0.527
H -0.671 -4.990 0.965
H -0.725 -3.504 -0.006
H 0.063 -3.489 1.572
H 0.334 -6.171 -1.040
H 1.859 -5.605 -1.748
H 0.376 -4.669 -1.984
F -0.165 0.513 -5.175
B -0.732 -0.396 -4.262
F 0.227 -0.648 -3.222
F -1.900 0.145 -3.689
F -1.027 -1.622 -4.895
*
```